Entry from the OMol25 dataset: C23H14BrNNiS as an isolated structure (ωB97M-V with the def2-TZVPD basis set).

Results
- Charge: 0
- Calculated total energy: -5420.090900 hartree

```
41
Properties=species:S:1:pos:R:3:forces:R:3
S -3.9374 -0.3774 2.2904 0.0 0.0 0.0
C 1.6139 0.0675 -0.6668 -0.1 0.2 -0.3
C -5.5002 1.1073 -1.1353 0.0 0.0 0.0
C 0.6096 0.4007 -1.5325 -0.1 -0.1 0.1
H -0.5384 -2.2411 5.8030 0.0 0.0 0.0
C -4.3148 1.2189 -1.8647 0.0 0.0 0.0
C -5.4841 0.6231 0.1588 0.0 0.0 0.0
Br 4.1642 -0.3446 1.3624 -0.1 0.0 0.0
H 2.1409 1.1575 -4.4215 0.0 0.0 0.0
C 1.1072 -1.4058 2.9428 -0.1 0.0 0.0
C 0.0829 -0.8906 2.1572 0.0 0.0 0.0
H 2.1001 -1.4547 2.5465 0.3 0.0 -0.1
H -4.3485 1.6034 -2.8753 0.0 0.0 0.0
H 6.4912 0.5516 -2.8761 0.0 0.0 0.0
H 1.7260 -2.2674 4.8002 0.0 0.0 0.0
C 5.3928 0.1335 -1.0717 0.1 0.0 0.1
H 6.2793 -0.0151 -0.4710 0.0 0.0 0.0
C -3.1012 0.8492 -1.3193 0.1 0.0 -0.1
H -0.1502 1.0394 -3.4701 0.0 0.0 0.0
H -6.3974 0.5352 0.7319 0.0 0.0 0.0
N -1.9521 -0.0618 0.6968 0.3 0.0 -0.1
Ni 0.0127 -0.1893 0.3769 -0.1 0.1 0.0
C -0.3776 -1.8701 4.7997 -0.1 0.0 0.0
C 4.1611 0.0140 -0.4953 -0.1 0.0 0.2
C -4.2625 0.2533 0.7039 0.1 -0.1 0.1
C 1.9749 0.8675 -3.3914 0.0 0.0 -0.1
C 2.9424 0.1956 -1.2058 0.0 0.0 0.0
C -1.4336 -1.3936 4.0477 0.0 0.0 0.0
C -3.0647 0.3550 -0.0160 -0.2 0.1 -0.1
C -2.2566 -0.4581 1.9006 -0.2 0.0 0.0
H 4.4487 0.9606 -4.2064 0.0 0.0 0.0
H -2.1957 0.9491 -1.9014 0.0 0.0 0.0
C -1.1946 -0.9265 2.7580 0.1 0.0 0.1
C 5.5100 0.4601 -2.4297 0.0 0.0 -0.1
H -6.4375 1.4038 -1.5861 0.0 0.0 0.0
H -0.4636 0.3573 -1.2043 0.1 -0.1 0.0
C 0.7233 0.8064 -2.8747 0.0 0.0 0.0
H -2.4416 -1.3897 4.4492 0.0 0.0 0.0
C 3.0990 0.5725 -2.5825 0.1 -0.1 0.2
C 0.8880 -1.8797 4.2327 0.1 0.0 0.0
C 4.3842 0.6831 -3.1611 0.0 0.0 -0.1
```
Positions in Å, forces in eV/Å.

Want to see where the charge sits? The Löwdin charges in e are: S 1.142; C -0.067; C -0.084; C -0.178; H 0.102; C -0.075; C -0.086; Br 0.818; H 0.113; C -0.107; C -0.090; H -0.002; H 0.106; H 0.106; H 0.103; C -0.147; H 0.093; C -0.006; H 0.103; H 0.110; N 0.031; Ni 0.446; C -0.088; C -0.609; C -0.453; C -0.043; C -0.185; C -0.057; C -0.264; C -0.507; H 0.111; H 0.090; C -0.253; C -0.078; H 0.105; H 0.052; C -0.068; H 0.095; C -0.160; C -0.077; C -0.044


Entry from the OMol25 dataset: C23H14Cl5CrN4S5Te as an isolated structure at a distorted geometry (ωB97M-V with the def2-TZVPD basis set).

Results
- Charge: -1
- Multiplicity: 5
- Calculated total energy: -6708.417841 hartree

```
53
Properties=species:S:1:pos:R:3:forces:R:3
C 2.4440 1.0059 2.5716 0.4 0.1 1.3
N 1.4762 -5.1537 -1.3459 0.2 0.0 -0.1
C 1.8945 -2.1502 0.3631 0.1 0.5 -0.1
S 1.7907 5.1432 -1.8261 0.1 -0.3 -0.3
C -1.5691 -2.6961 -2.7431 0.0 -0.1 -0.1
C 2.3839 1.1309 5.0293 -0.1 0.0 0.0
H -6.0136 2.5133 -0.9467 0.0 0.0 0.0
C -1.3747 -1.4233 -3.2639 0.0 0.0 0.0
C -5.4321 1.8846 -0.2835 -0.1 0.0 0.0
C 1.9508 2.5307 -2.1859 -0.1 0.5 -0.1
S 2.0209 0.8370 -1.8435 0.0 -0.5 0.0
C -4.0484 1.8624 -0.3843 0.1 0.1 -0.1
H -1.4232 -1.9481 0.5564 0.0 0.0 0.0
S 1.8174 3.1848 0.4626 0.0 0.6 0.4
H -3.3506 -0.3703 2.0513 0.0 0.0 0.0
C 4.5097 1.1090 3.9253 0.1 0.0 0.0
H -1.0541 0.6466 -2.8222 0.0 0.0 0.0
N 2.0014 -3.0625 -2.2113 -0.3 0.0 0.2
S 1.9323 5.9486 -4.6956 0.0 0.2 -0.2
C 3.7715 1.1491 5.1028 0.0 0.0 -0.1
C -1.5866 -2.8838 -1.3680 0.0 -0.1 0.0
Te -1.1117 1.1663 0.2859 -1.1 -0.4 -0.7
C -6.0693 1.1038 0.6710 0.0 0.0 0.0
H 1.5763 -3.3187 -3.0875 0.0 0.0 0.0
C -1.4154 -1.7986 -0.5172 0.1 0.0 0.1
C -1.2053 -0.3414 -2.4104 0.0 0.0 -0.1
Cl 0.0238 1.0203 3.7809 -0.3 0.0 -0.1
H 1.7894 -5.5639 -2.2092 0.0 0.0 0.0
C 3.8354 1.0417 2.7164 -0.5 0.0 -0.1
H -1.7169 -3.5383 -3.4110 0.0 0.0 0.0
C 1.7503 -3.8426 -1.1324 0.0 0.4 -0.5
S 2.0057 3.0994 -3.8450 0.0 0.2 0.3
H 1.5493 -5.7407 -0.5315 -0.1 0.0 0.0
C -3.9330 0.2682 1.3971 0.1 -0.1 0.1
Cl 6.2333 1.1344 3.9857 0.1 0.0 0.0
C 1.9114 4.7983 -3.5173 0.0 -0.3 0.2
Cl 4.5668 1.2168 6.6286 0.1 0.0 0.1
H -7.1470 1.1409 0.7724 0.0 0.0 0.0
H -5.8141 -0.3388 2.2353 0.0 0.0 0.0
N 1.7742 -3.4114 0.0942 -0.1 -0.8 0.7
H 1.9854 -2.0639 -2.0332 0.1 0.1 -0.2
Cl 1.4586 1.1909 6.4852 0.0 0.0 0.1
N 1.9980 -1.0300 0.6326 -0.1 -2.3 -0.2
C -3.2852 1.0615 0.4584 0.4 0.2 0.1
H -1.3696 -1.2658 -4.3355 0.0 0.0 0.0
H -3.5476 2.4696 -1.1292 0.0 0.0 0.0
Cr 1.9437 0.8567 0.5734 0.1 2.0 -0.5
C 1.8577 3.4920 -1.2408 0.0 -0.1 -0.2
Cl 4.7504 0.9883 1.2383 0.4 -0.1 -0.1
H -1.7367 -3.8748 -0.9536 0.0 0.0 0.0
C 1.7512 1.0577 3.7873 0.5 0.0 -0.3
C -5.3175 0.2847 1.5013 -0.1 0.0 0.0
C -1.2325 -0.5204 -1.0323 0.0 0.2 0.1
```
Positions in Å, forces in eV/Å.

Want to see where the charge sits? The Löwdin charges in e are: C -0.325; N 0.162; C -0.254; S 0.886; C -0.121; C -0.712; H 0.098; C -0.096; C -0.099; C -1.148; S 0.507; C -0.149; H 0.097; S 0.496; H 0.092; C -0.711; H 0.092; N 0.205; S 0.442; C -0.719; C -0.114; Te 1.358; C -0.107; H 0.109; C -0.150; C -0.157; Cl 0.628; H 0.104; C -0.694; H 0.093; C -0.501; S 0.866; H 0.108; C -0.142; Cl 0.655; C -1.536; Cl 0.651; H 0.095; H 0.096; N 0.137; H 0.068; Cl 0.645; N 0.071; C -0.485; H 0.100; H 0.089; Cr -0.067; C -1.142; Cl 0.693; H 0.098; C -0.693; C -0.102; C -0.517


Entry from the OMol25 dataset: C23H15AuCl3N2O3 as an isolated structure (ωB97M-V with the def2-TZVPD basis set).

Results
- Charge: +1
- Multiplicity: 3
- Calculated total energy: -2736.628624 hartree

```
47
Properties=species:S:1:pos:R:3:forces:R:3
H -4.2972 -1.8988 4.8886 0.0 0.0 0.0
H -4.2429 -4.2880 5.2900 0.0 0.0 0.0
C 2.2260 -2.0612 -2.4032 0.0 0.0 0.0
C -1.1268 2.0239 -2.7111 0.0 0.0 0.1
C -3.6227 -2.0010 4.0466 0.0 0.0 0.0
O -2.0679 0.1165 1.6620 0.0 0.0 0.0
C -2.0783 4.2837 -2.4829 0.0 0.0 0.0
C 2.5024 0.5808 -1.4855 0.0 0.0 0.0
Au -1.0709 0.2871 -0.1297 -0.3 -0.1 0.0
H 2.3666 1.5506 -1.0145 0.0 0.0 0.0
C -3.2466 -0.9005 3.3573 0.0 -0.1 0.0
C -1.8155 -4.7507 2.3173 0.0 0.0 0.0
C -1.0417 2.2577 -4.1434 0.0 0.0 0.0
H 2.6855 -3.7611 -3.6078 0.0 0.0 0.0
C -1.8844 -2.2853 1.8609 0.1 -0.1 -0.1
H -1.1275 -4.8878 1.4961 0.0 0.0 0.0
H -3.5951 0.0881 3.6194 0.0 0.0 0.0
Cl -0.3988 1.0039 -5.0931 0.0 0.0 0.0
C -2.3660 -1.0006 2.2356 0.0 0.2 0.0
Cl -2.5124 5.8931 -4.5790 0.0 0.0 0.0
H 0.7904 -5.1152 -2.7605 0.0 0.0 0.0
O 1.5084 -0.2688 -0.9281 0.0 0.0 0.1
N -1.0280 -2.5427 0.8587 0.0 0.1 0.0
H 3.0618 -1.4907 -2.7796 0.0 0.0 0.0
C 0.9563 -4.1131 -2.3913 0.0 0.0 0.0
C -2.2210 -5.8336 3.0614 0.0 0.0 0.0
H -1.8487 -6.8179 2.8097 0.0 0.0 0.0
C 0.1053 -3.5798 -1.4381 0.1 0.0 -0.1
O -0.7535 0.9335 -2.2305 0.1 0.1 0.0
H -1.4008 3.5874 -5.7710 0.0 0.0 0.0
C 2.0126 -3.3524 -2.8661 0.0 0.0 0.0
H 2.3760 0.6713 -2.5663 0.0 0.0 0.0
H -0.7306 -4.1482 -1.0556 0.0 0.0 0.0
C -1.4640 3.4315 -4.7036 0.0 0.0 0.0
H -3.4119 -6.5444 4.7119 0.0 0.0 0.0
C -2.2811 -3.4624 2.6262 0.0 0.0 0.0
C -3.5641 -4.4313 4.4586 0.0 0.0 0.0
Cl -1.7382 2.9117 -0.2072 0.0 0.1 -0.1
H -2.4765 5.0900 -1.8837 0.0 0.0 0.0
C 0.3159 -2.2938 -0.9643 0.0 0.1 0.0
C 1.3748 -1.5177 -1.4501 0.0 -0.1 -0.1
C -1.6595 3.1212 -1.9195 0.1 -0.1 0.0
N -0.5408 -1.7356 0.0367 0.0 -0.2 0.1
H 3.5045 0.2124 -1.2599 0.0 0.0 0.0
C -1.9831 4.4361 -3.8814 0.0 0.0 0.0
C -3.1601 -3.3101 3.7118 0.0 0.0 0.0
C -3.1028 -5.6819 4.1379 0.0 0.0 0.0
```
Positions in Å, forces in eV/Å.

Want to see where the charge sits? The Löwdin charges in e are: H 0.127; H 0.118; C -0.007; C -0.411; C 0.015; O -0.167; C -0.099; C -0.059; Au 1.031; H 0.097; C 0.006; C -0.022; C -0.563; H 0.113; C -0.128; H 0.100; H 0.123; Cl 0.821; C -0.305; Cl 0.811; H 0.111; O -0.154; N 0.114; H 0.110; C -0.070; C -0.060; H 0.110; C -0.012; O -0.098; H 0.123; C -0.060; H 0.096; H 0.112; C -0.101; H 0.109; C -0.097; C -0.023; Cl 0.810; H 0.123; C -0.171; C -0.237; C -0.524; N -0.050; H 0.104; C -0.628; C -0.169; C -0.067


Entry from the OMol25 dataset: C23H15Cl2FN2O4Pb as an isolated structure (ωB97M-V with the def2-TZVPD basis set).

Results
- Charge: +2
- Calculated total energy: -2508.541105 hartree

```
48
Properties=species:S:1:pos:R:3:forces:R:3
O 3.6729 0.5576 -0.8436 0.0 0.0 0.0
C 1.2713 -4.8965 -2.5541 0.0 0.0 0.0
Cl -1.7754 5.6364 6.4934 0.0 0.0 0.0
C 2.0184 -1.4606 -1.5271 0.0 -0.1 -0.1
C -2.2219 -3.5607 -2.2726 0.1 -0.1 -0.1
C -2.4007 6.0766 3.9464 0.0 0.0 0.0
F -4.1173 -2.4229 -1.5535 -0.1 0.0 0.0
H 1.3042 -5.1807 -1.5002 0.0 0.0 0.0
H 3.0930 -1.5555 -1.6246 0.0 -0.1 0.0
H 1.4300 1.5460 2.8540 0.0 0.0 0.0
C -0.7253 -1.3563 -1.3480 0.3 0.0 -0.1
C -0.8244 4.2287 4.3753 0.0 0.1 0.1
C -2.8173 -2.4510 -1.6925 0.1 0.2 0.1
H -0.2236 -4.6957 -4.1111 0.0 0.0 0.0
C -0.7329 4.0004 3.0044 0.0 -0.1 -0.1
H 2.7505 -2.2305 -4.2749 0.0 0.0 0.0
O -0.4975 0.8307 -0.5153 -0.4 0.1 0.0
C 1.5187 -0.3500 -0.9415 -0.3 -0.1 -0.1
C -0.8519 -3.6071 -2.4099 -0.1 0.0 0.0
H -0.7326 -5.6945 -2.7727 0.0 0.0 0.0
C 2.1747 -3.1534 -4.2039 0.0 0.0 0.0
H -3.0237 6.8766 4.3226 0.0 0.0 0.0
H 2.9714 -3.6281 -2.2697 0.0 0.0 0.1
C -2.0844 -1.3385 -1.2330 -0.3 -0.1 0.0
Cl -3.2617 6.7588 1.5032 0.0 0.0 0.0
H 1.8036 -5.6645 -3.1130 0.0 0.0 0.0
O 2.0950 1.5295 0.4224 -0.1 -0.1 0.1
N 1.2564 -2.4894 -2.0272 0.3 0.0 0.0
H -2.5936 -0.4901 -0.7953 0.0 0.0 0.0
C -0.0790 3.4022 5.2325 0.0 0.0 0.1
C 0.7798 2.2822 3.3141 0.1 0.0 -0.1
C -1.5340 4.7743 2.0444 0.1 -0.1 -0.1
C 1.9959 -3.5789 -2.7500 0.0 0.1 0.0
C -1.6732 5.3035 4.8295 0.0 0.0 0.1
C 0.7169 2.4193 4.6998 0.0 0.0 0.0
C 2.5441 0.6637 -0.4327 -0.1 0.2 0.1
C -2.3495 5.8299 2.5851 -0.1 0.1 0.0
C -0.0841 -2.4870 -1.9330 0.0 0.0 0.0
C 0.0729 -0.1976 -0.8939 0.3 0.0 0.1
N 0.0759 3.0493 2.4909 0.1 -0.1 0.0
C -0.1733 -4.7934 -3.0217 0.0 0.0 0.0
H -2.8426 -4.3840 -2.6033 0.0 0.0 0.0
Pb 0.4621 3.0256 0.0694 0.1 0.2 -0.3
O -1.4925 4.4959 0.8337 0.0 0.0 0.1
H 1.2173 -3.0002 -4.7035 0.0 0.0 0.0
H 1.3020 1.7669 5.3319 0.0 0.0 0.0
H 2.7221 -3.9320 -4.7343 0.0 0.0 0.0
H -0.1367 3.5453 6.3031 0.0 0.0 0.0
```
Positions in Å, forces in eV/Å.

Want to see where the charge sits? The Löwdin charges in e are: O 0.121; C -0.111; Cl 0.844; C 0.081; C 0.098; C -0.091; F 0.174; H 0.138; H 0.162; H 0.116; C -0.022; C -0.144; C -0.195; H 0.143; C -0.141; H 0.096; O -0.082; C 0.017; C -0.064; H 0.140; C 0.001; H 0.126; H 0.156; C 0.132; Cl 0.849; H 0.140; O -0.262; N 0.075; H 0.153; C 0.029; C -0.075; C -0.371; C -0.274; C -0.561; C 0.009; C -0.603; C -0.557; C -0.045; C -0.248; N -0.004; C -0.100; H 0.156; Pb 1.674; O -0.125; H 0.093; H 0.129; H 0.107; H 0.111